No. 1
Below is the molecule CH5N3OS, with properties calculated with ωB97M-V/def2-TZVPD.

Structure (XYZ):
```
11
Properties=species:S:1:pos:R:3:forces:R:3
C -0.715 -0.474 0.269 -1.357 -2.481 -1.204
N -1.065 0.634 -0.584 0.790 0.796 0.412
N 0.495 -1.247 -0.049 1.404 -1.583 -0.885
N 2.044 0.818 0.473 0.494 2.462 0.641
O -0.574 1.763 0.105 -1.815 2.073 -0.334
S 2.123 -0.534 0.051 -2.305 -3.125 -0.618
H -0.560 -0.006 1.238 -0.475 -0.258 0.118
H -1.595 -1.280 0.264 1.827 1.735 0.231
H -0.901 0.739 -1.613 0.285 -0.822 1.497
H 0.370 -2.261 -0.382 0.469 2.248 0.665
H 0.377 1.849 0.226 0.684 -1.045 -0.524
```
Forces are in eV/Å.

net charge: 0
HOMO-LUMO gap: 8.60 eV



No. 2
Below is the molecule C15H20ClNO5S, with properties calculated with ωB97M-V/def2-TZVPD.

Structure (XYZ):
```
43
Properties=species:S:1:pos:R:3:forces:R:3
C -4.541 0.277 -4.370 0.389 0.153 0.043
C -3.417 1.284 -4.571 -0.497 0.170 0.032
O -2.168 0.769 -4.100 0.125 -0.180 -0.344
C -1.910 0.886 -2.797 0.450 -0.045 0.122
O -2.637 1.428 -2.007 -0.141 0.044 0.090
C -0.591 0.221 -2.448 -0.299 0.128 0.212
C -0.891 -1.193 -1.928 0.321 0.026 -0.068
C 0.405 -1.862 -1.483 -0.299 -0.561 -0.171
N 1.025 -1.058 -0.451 0.552 -0.445 0.609
S 2.247 -1.814 0.416 -0.288 0.281 0.147
O 1.837 -3.169 0.635 -0.258 -0.010 0.055
O 3.533 -1.576 -0.179 -0.009 0.272 0.098
C 2.133 -0.906 1.952 0.096 -0.246 -0.550
C 0.995 -1.044 2.717 -0.005 -0.001 0.081
C 0.870 -0.338 3.901 -0.017 0.040 0.097
C 1.888 0.515 4.326 0.198 0.011 -0.157
O 1.867 1.247 5.458 0.222 -0.083 -0.324
C 0.746 1.160 6.309 -0.233 -0.020 0.170
C 3.038 0.637 3.526 -0.245 -0.094 0.089
Cl 4.296 1.688 4.046 0.223 0.123 0.000
C 3.162 -0.070 2.346 0.018 0.014 0.070
C 1.394 0.260 -0.917 0.081 0.614 -0.079
C 0.145 1.012 -1.365 0.089 -0.177 -0.056
H -4.298 -0.661 -4.864 -0.027 -0.084 -0.065
H -4.687 0.092 -3.309 -0.061 -0.016 0.063
H -5.462 0.671 -4.790 -0.128 0.017 -0.045
H -3.257 1.492 -5.630 0.012 0.009 0.142
H -3.639 2.212 -4.035 0.062 -0.103 -0.159
H 0.015 0.152 -3.355 -0.021 -0.004 0.036
H -1.570 -1.120 -1.077 -0.057 -0.029 0.016
H -1.364 -1.790 -2.709 -0.022 -0.040 0.014
H 1.080 -1.980 -2.345 -0.047 -0.034 0.013
H 0.217 -2.844 -1.049 -0.062 0.005 -0.204
H 0.218 -1.711 2.381 -0.187 -0.060 0.032
H -0.023 -0.455 4.494 -0.072 0.001 0.068
H -0.165 1.496 5.805 0.035 -0.023 0.010
H 0.607 0.142 6.683 0.003 0.033 -0.027
H 0.964 1.825 7.142 -0.060 -0.067 -0.051
H 4.045 0.011 1.732 0.141 0.092 -0.010
H 2.115 0.189 -1.745 0.002 0.028 0.082
H 1.878 0.778 -0.087 0.011 0.160 -0.132
H 0.426 1.997 -1.741 0.003 0.033 0.040
H -0.526 1.146 -0.516 0.001 0.067 0.009
```
Forces are in eV/Å.

net charge: 0
HOMO-LUMO gap: 9.62 eV
SMILES: CCOC(=O)C1CCN(S(=O)(=O)c2ccc(OC)c(Cl)c2)CC1



No. 3
Below is a cluster of 2 separate species, C3H6N2S2 in total, with properties calculated with ωB97M-V/def2-TZVPD.

Structure (XYZ):
```
13
Properties=species:S:1:pos:R:3:forces:R:3
C -0.390 -0.918 1.037 -2.180 -0.933 4.101
C -0.415 0.999 -0.282 2.621 1.834 -1.773
C 1.901 0.616 0.581 -0.010 -0.740 -3.076
H -0.112 -0.016 1.947 -0.412 -2.958 -2.827
H -1.287 -1.468 1.521 1.550 0.613 -0.509
H 0.402 -1.754 0.878 -1.104 2.185 -0.243
H -3.249 1.313 0.547 1.039 -3.363 -1.702
H -0.924 1.784 -1.077 1.097 -2.137 2.553
H 2.400 1.008 1.484 -0.087 -0.513 -0.471
N -1.037 -0.253 -0.102 1.284 2.513 0.405
N 0.783 1.371 0.239 -2.488 -2.198 -1.330
S -2.769 -0.234 -0.344 0.297 3.027 1.982
S 2.642 -0.571 -0.548 -1.608 2.668 2.891
```
Forces are in eV/Å.

net charge: 0
HOMO-LUMO gap: 7.17 eV



Repeat the second record exactly.
Below is the molecule C15H20ClNO5S, with properties calculated with ωB97M-V/def2-TZVPD.

Structure (XYZ):
```
43
Properties=species:S:1:pos:R:3:forces:R:3
C -4.541 0.277 -4.370 0.389 0.153 0.043
C -3.417 1.284 -4.571 -0.497 0.170 0.032
O -2.168 0.769 -4.100 0.125 -0.180 -0.344
C -1.910 0.886 -2.797 0.450 -0.045 0.122
O -2.637 1.428 -2.007 -0.141 0.044 0.090
C -0.591 0.221 -2.448 -0.299 0.128 0.212
C -0.891 -1.193 -1.928 0.321 0.026 -0.068
C 0.405 -1.862 -1.483 -0.299 -0.561 -0.171
N 1.025 -1.058 -0.451 0.552 -0.445 0.609
S 2.247 -1.814 0.416 -0.288 0.281 0.147
O 1.837 -3.169 0.635 -0.258 -0.010 0.055
O 3.533 -1.576 -0.179 -0.009 0.272 0.098
C 2.133 -0.906 1.952 0.096 -0.246 -0.550
C 0.995 -1.044 2.717 -0.005 -0.001 0.081
C 0.870 -0.338 3.901 -0.017 0.040 0.097
C 1.888 0.515 4.326 0.198 0.011 -0.157
O 1.867 1.247 5.458 0.222 -0.083 -0.324
C 0.746 1.160 6.309 -0.233 -0.020 0.170
C 3.038 0.637 3.526 -0.245 -0.094 0.089
Cl 4.296 1.688 4.046 0.223 0.123 0.000
C 3.162 -0.070 2.346 0.018 0.014 0.070
C 1.394 0.260 -0.917 0.081 0.614 -0.079
C 0.145 1.012 -1.365 0.089 -0.177 -0.056
H -4.298 -0.661 -4.864 -0.027 -0.084 -0.065
H -4.687 0.092 -3.309 -0.061 -0.016 0.063
H -5.462 0.671 -4.790 -0.128 0.017 -0.045
H -3.257 1.492 -5.630 0.012 0.009 0.142
H -3.639 2.212 -4.035 0.062 -0.103 -0.159
H 0.015 0.152 -3.355 -0.021 -0.004 0.036
H -1.570 -1.120 -1.077 -0.057 -0.029 0.016
H -1.364 -1.790 -2.709 -0.022 -0.040 0.014
H 1.080 -1.980 -2.345 -0.047 -0.034 0.013
H 0.217 -2.844 -1.049 -0.062 0.005 -0.204
H 0.218 -1.711 2.381 -0.187 -0.060 0.032
H -0.023 -0.455 4.494 -0.072 0.001 0.068
H -0.165 1.496 5.805 0.035 -0.023 0.010
H 0.607 0.142 6.683 0.003 0.033 -0.027
H 0.964 1.825 7.142 -0.060 -0.067 -0.051
H 4.045 0.011 1.732 0.141 0.092 -0.010
H 2.115 0.189 -1.745 0.002 0.028 0.082
H 1.878 0.778 -0.087 0.011 0.160 -0.132
H 0.426 1.997 -1.741 0.003 0.033 0.040
H -0.526 1.146 -0.516 0.001 0.067 0.009
```
Forces are in eV/Å.

net charge: 0
HOMO-LUMO gap: 9.62 eV
SMILES: CCOC(=O)C1CCN(S(=O)(=O)c2ccc(OC)c(Cl)c2)CC1



Which of these has the lowest HOMO-LUMO gap? C3H6N2S2